(1)
The following is a quantum chemistry calculation of an isolated molecule of C3HCl3 in a non-equilibrium geometry, from the Open Molecules 2025 dataset.

For the HOMO energy, the calculation gives -11.0 eV. Its SMILES is C#CC(Cl)(Cl)Cl. The total energy comes out at -40691.93994 eV. The value obtained for the energy relative to the best compared isomer or geometry (same formula, charge and spin) is 18.7 kJ/mol. Its charge is 0.

XYZ file:
```
7
Properties=species:S:1:pos:R:3:forces:R:3
C 0.484715 1.638082 -0.397358 1.65 4.53 -0.85
C 0.194501 0.536544 -0.177803 -1.57 -3.06 1.31
C -0.261513 -0.775063 0.155395 -0.02 -0.77 0.86
Cl -1.957688 -0.860569 0.764058 0.37 0.31 -0.58
Cl -0.042109 -1.724083 -1.299771 -0.18 -0.70 -0.26
Cl 0.722052 -1.448307 1.517820 0.07 0.13 -0.46
H 0.860042 2.633397 -0.562340 -0.31 -0.44 -0.02
```
Forces are in eV/Å.

natural (NBO) atomic charge list, values in e, 6 entries: -0.122 -0.106 -0.142 0.035 0.067 0.022

***

(2)
The following is a quantum chemistry calculation of a structure of composition C42H41NO2P2PdS2 in a non-equilibrium geometry, from the Open Molecules 2025 dataset.

For the HOMO energy (alpha / beta), the calculation gives -7.1 / -7.3 eV. The total energy comes out at -93523.42445 eV. The value obtained for the energy relative to the best compared isomer or geometry (same formula, charge and spin) is 79.3 kJ/mol. Its charge is 0. Its expectation value of S² is 2.037. The spin multiplicity is 3.

XYZ file:
```
91
Properties=species:S:1:pos:R:3:forces:R:3
Pd -0.057646 1.495540 -0.245392 -0.81 2.24 -2.57
C -3.495639 -2.324113 1.966040 0.30 0.22 0.65
C -2.216849 -2.123748 2.422942 -1.03 1.83 -0.52
C -1.008245 -2.966021 2.298092 1.57 -0.21 1.11
C -0.361211 -3.019321 0.884853 -0.10 0.32 0.93
C -1.263872 -3.406845 -0.233695 -0.01 -0.61 -0.55
C -2.371277 -4.159328 -0.170858 0.54 -0.54 -0.32
C -3.072871 -4.651848 1.087510 0.76 -0.42 0.51
C -3.937508 -3.656989 1.776545 -1.12 -0.73 -0.69
C -1.744105 1.336864 -1.390893 -1.09 -0.43 0.20
H -4.199660 -1.472122 1.781353 0.59 -0.74 1.09
H -2.008203 -1.136715 2.876721 -0.23 -0.46 -0.65
H -1.071165 -3.967551 2.745822 -0.26 0.19 -0.32
H -0.252614 -2.484898 2.953256 -0.20 -0.19 -0.32
H 0.132094 -2.056326 0.679358 -0.32 -0.11 -0.04
H 0.478824 -3.734536 0.941674 -0.27 0.08 -0.13
H -0.823819 -3.146630 -1.206175 -0.47 -0.29 0.15
H -2.719858 -4.650776 -1.096865 -0.09 0.82 0.33
H -2.322510 -4.960207 1.838633 -0.16 -0.33 -0.47
H -3.662900 -5.543212 0.868352 0.07 0.01 -0.10
H -5.124595 -3.133385 0.026832 -0.63 0.38 0.03
H -4.901886 -4.060511 2.160422 0.73 0.89 -0.39
H -2.543767 1.700039 -0.663490 0.87 -0.22 -1.31
H -1.947651 0.288713 -1.693046 0.06 0.67 0.10
H -1.498697 1.982201 -2.278167 -0.40 -0.37 0.86
P 2.924493 2.608339 0.664022 1.21 0.95 1.16
P 3.681081 1.356724 -1.812499 1.25 0.00 -1.20
C 3.981509 1.130682 0.834282 -0.07 -0.76 -1.01
C 4.458708 0.639892 -0.332874 -0.05 0.53 1.02
C 3.994258 3.802027 1.628303 -0.25 0.11 -0.02
C 5.029342 3.403716 2.478609 0.14 0.58 0.20
C 5.790893 4.359886 3.171485 -0.39 -0.02 -0.39
C 5.514635 5.719343 3.000195 -0.25 -0.01 -0.26
C 4.481974 6.135803 2.140921 0.14 -0.44 0.11
C 3.728327 5.174353 1.458223 0.23 -0.09 0.23
C 1.745971 2.031880 1.866083 -0.95 -0.83 0.10
C 0.985016 0.919246 1.270879 -0.15 -1.36 3.44
C -0.356479 0.752413 1.806650 1.17 -0.52 0.85
C -0.711328 1.343001 3.058985 0.53 0.30 -0.05
C 0.215417 2.154663 3.730474 -0.33 -0.93 0.09
C 1.420199 2.559878 3.113632 -0.59 -0.55 -0.60
C 5.298079 1.706751 -2.713817 -0.02 0.06 -0.15
C 6.155673 2.691495 -2.182804 0.14 -0.28 -0.25
C 7.405894 2.937901 -2.767300 -0.32 -0.17 -0.02
C 7.807202 2.221881 -3.901860 -0.21 0.00 0.15
C 6.947528 1.268539 -4.451129 -0.08 0.22 0.18
C 5.697439 1.026550 -3.869408 0.23 0.02 0.08
C 3.115977 -0.163322 -2.652985 -0.15 -0.05 -0.12
C 2.338655 0.013171 -3.814812 0.27 -0.48 0.24
C 1.911211 -1.104168 -4.530911 0.06 -0.07 0.09
C 2.227318 -2.393897 -4.084059 0.09 0.23 0.05
C 2.964704 -2.560545 -2.909580 -0.14 0.07 -0.04
C 3.391764 -1.450247 -2.179325 -0.16 -0.03 -0.48
H 4.045102 0.664940 1.837077 0.65 0.32 -0.63
H 5.280204 -0.080633 -0.430551 -0.53 -0.10 0.21
H 5.247418 2.348345 2.602838 0.04 0.15 0.06
H 6.595610 4.037315 3.831570 -0.19 0.11 -0.15
H 6.108952 6.466362 3.524189 -0.12 -0.17 -0.09
H 4.271491 7.200349 1.998692 0.10 -0.41 0.09
H 2.920431 5.481535 0.788662 0.26 -0.07 0.17
H 1.434381 0.006635 0.770616 0.07 1.25 0.30
H -0.949793 -0.085751 1.440030 0.09 0.14 0.27
H -1.658101 1.029406 3.532604 0.60 0.38 -0.23
H 0.095712 2.357905 4.800331 -0.31 0.25 -0.51
H 2.098764 3.229519 3.651870 -0.24 -0.06 -0.49
H 5.854809 3.247001 -1.292138 0.09 -0.11 -0.18
H 8.070428 3.686359 -2.331611 -0.22 -0.20 -0.12
H 8.785010 2.411298 -4.351194 -0.33 -0.08 0.14
H 7.251512 0.706212 -5.333016 -0.09 0.13 0.17
H 5.039972 0.276253 -4.306319 0.17 0.13 0.08
H 2.089115 1.021244 -4.155760 0.09 -0.29 0.10
H 1.335072 -0.967548 -5.445220 0.09 -0.07 0.22
H 1.898339 -3.265924 -4.652538 0.10 0.27 0.17
H 3.219899 -3.559436 -2.559989 -0.12 0.16 -0.07
H 3.945585 -1.590358 -1.252365 -0.10 -0.01 -0.29
O -7.108264 -3.514890 2.140542 -0.56 -0.13 -0.99
S -7.420092 -3.471007 0.727379 1.19 0.72 -0.03
O -7.889250 -4.654698 0.061559 0.45 0.53 0.27
N -6.066909 -2.720219 -0.069476 -0.29 -0.82 0.15
C -6.224022 -1.405865 -0.427782 2.25 -0.58 -0.40
S -4.922117 -0.498641 -0.925192 -1.09 -0.27 0.24
C -7.612635 -1.046827 -0.300279 -1.94 0.38 0.77
C -8.242367 0.169232 -0.603621 -0.47 -0.60 0.21
C -9.632888 0.263014 -0.391865 0.27 -0.39 0.21
C -10.372219 -0.783479 0.188685 0.46 -0.27 -0.11
C -9.736078 -1.975078 0.561643 0.37 0.34 -0.31
C -8.376779 -2.072100 0.294418 -0.63 0.60 -0.02
H -7.661758 1.010830 -0.976993 -0.14 -0.27 -0.06
H -10.159457 1.166179 -0.674934 0.11 0.02 0.06
H -11.445435 -0.709725 0.355158 0.26 0.23 -0.11
H -10.259470 -2.811986 1.023774 0.02 0.31 -0.12
```
Forces are in eV/Å.

Löwdin atomic charge list, values in e, 6 entries: 0.641 -0.115 -0.092 -0.205 -0.177 -0.108

***

(3)
The following is a quantum chemistry calculation of the ion C8H14N3 with charge +1 in a non-equilibrium geometry, from the Open Molecules 2025 dataset.

For the HOMO energy, the calculation gives -13.1 eV. The total energy comes out at -12978.38269 eV. The value obtained for the energy relative to the best compared isomer or geometry (same formula, charge and spin) is 919.3 kJ/mol. Its charge is +1.

XYZ file:
```
25
Properties=species:S:1:pos:R:3:forces:R:3
C -0.739456 0.882501 2.442818 0.72 -1.77 0.73
C -0.945330 1.872996 1.646891 -0.12 0.37 -0.30
C 0.352254 -0.794668 1.063980 0.80 0.02 0.71
C -0.953271 -0.345952 3.313195 0.18 1.03 0.41
C -2.120491 -1.098280 3.012690 -4.00 -1.13 0.32
C 1.261765 1.761206 -2.918599 1.55 -1.88 3.74
C 0.952384 -1.235241 -1.871075 -1.84 -1.88 -0.71
C 0.182708 1.056731 -2.120562 1.75 3.33 3.62
N 0.025245 -0.350800 2.296471 0.73 2.42 -0.21
N 0.226599 0.086966 0.127339 -0.60 0.06 -0.25
N 0.811115 0.030145 -1.180826 1.14 0.20 -0.75
H 0.893823 -1.728057 1.244088 -0.17 -0.28 -1.35
H -0.717222 -0.301211 4.377814 0.88 0.08 -0.41
H -2.964651 -0.798883 3.652995 0.32 0.29 0.12
H -2.077579 -2.161713 3.272273 0.49 0.03 -0.54
H -2.525386 -0.865479 2.025012 0.40 -0.57 -0.19
H 1.884405 1.179006 -3.552629 0.37 -0.64 -0.61
H 0.839380 2.526684 -3.409946 -1.46 2.73 -1.98
H 1.857460 2.204560 -2.083627 0.26 0.02 -1.07
H -0.006118 -1.604441 -2.210780 -0.78 0.43 0.15
H 1.486092 -1.266447 -2.802141 0.99 0.78 -0.01
H 1.223694 -2.019071 -1.225080 1.14 -0.71 0.94
H -0.596505 0.724485 -2.687294 -2.18 -1.56 -1.02
H -0.124325 1.857466 -1.335099 -0.25 -1.44 -1.57
H 1.773412 0.387495 -1.077910 -0.31 0.05 0.24
```
Forces are in eV/Å.

natural (NBO) atomic charge list, values in e, 6 entries: -0.285 0.232 0.280 0.050 -0.669 -0.616